# 1
Below is a cluster of 3 separate species, C11H23N4O4S in total, with properties calculated with ωB97M-V/def2-TZVPD.

The geometry in XYZ format:
```
43
Properties=species:S:1:pos:R:3:forces:R:3:nbo_charge:R:1
C -4.716 0.007 -2.209 0.0 0.0 0.0 -0.6501
C -3.888 -1.102 -1.548 -0.2 0.1 0.0 -0.2428
N -2.538 -1.301 -2.097 0.1 -0.1 0.1 -0.4131
N -1.767 -0.145 -2.198 -0.2 0.2 -0.1 -0.3011
C -1.252 0.499 -1.198 0.2 0.1 0.1 0.7006
N -0.517 1.666 -1.392 -0.5 -0.4 -0.6 -0.8709
N -1.439 0.000 0.084 0.4 0.0 0.3 -0.8016
S -2.471 1.008 1.061 -0.4 -0.2 -0.2 0.2181
H -5.725 -0.344 -2.421 0.0 0.0 0.0 0.2417
H -4.287 0.329 -3.161 0.0 -0.1 0.0 0.2009
H -4.803 0.882 -1.566 0.1 0.0 0.0 0.2262
H -4.373 -2.071 -1.660 0.1 0.0 0.0 0.2266
H -3.793 -0.927 -0.480 0.0 0.0 0.0 0.2198
H -2.558 -1.728 -3.014 0.0 0.1 0.0 0.3806
H -1.586 0.224 -3.127 0.0 0.0 0.0 0.4193
H -0.904 2.229 -2.146 0.1 0.0 0.0 0.3947
H 0.458 1.431 -1.652 0.2 0.3 0.4 0.4529
H -0.535 -0.080 0.559 0.1 0.2 0.0 0.4350
H -2.171 2.220 0.563 0.3 0.0 0.1 0.1148
O 2.204 1.367 -1.932 -0.2 0.0 0.1 -0.6495
C 2.820 2.084 -1.173 0.2 0.0 0.0 0.8270
O 2.947 3.391 -1.398 0.0 0.0 0.0 -0.4697
C 3.803 3.993 -0.394 0.1 0.0 0.1 -0.0725
C 3.739 3.039 0.793 0.0 0.0 0.0 -0.4298
C 3.530 1.693 0.101 -0.1 0.1 0.0 -0.5400
H 4.804 4.071 -0.818 0.0 0.0 0.0 0.1918
H 3.422 4.989 -0.190 0.0 0.0 0.0 0.2091
H 4.627 3.086 1.417 0.0 0.0 0.0 0.2361
H 2.873 3.275 1.413 0.0 0.0 0.0 0.2180
H 4.473 1.218 -0.179 0.0 0.0 0.0 0.2481
H 2.936 0.978 0.665 0.0 -0.1 0.0 0.2694
O 1.250 -0.521 1.926 -0.2 0.1 -0.3 -0.6214
C 0.894 -1.625 2.252 0.1 -0.2 0.1 0.8050
O -0.073 -1.822 3.162 0.0 0.1 -0.1 -0.4785
C -0.247 -3.234 3.415 0.0 -0.1 0.0 -0.0722
C 0.310 -3.928 2.177 0.0 0.0 0.0 -0.4301
C 1.408 -2.958 1.747 -0.2 0.0 0.0 -0.5316
H 0.311 -3.483 4.318 0.0 0.0 0.0 0.1912
H -1.304 -3.412 3.589 0.0 0.0 0.0 0.2069
H 0.660 -4.936 2.385 0.0 0.0 0.0 0.2358
H -0.459 -3.987 1.406 0.0 0.0 0.0 0.2123
H 2.358 -3.161 2.245 0.0 0.0 0.0 0.2492
H 1.579 -2.916 0.675 0.1 0.0 0.0 0.2439
```
Positions in Å, forces in eV/Å.

Its HOMO energy is -12.6784 eV. The total energy is -1350.8625 Ha. For the orbital gap, the calculation gives 9.171 eV. The charge is +1. For the largest force on an atom, the calculation gives 0.89 eV/Å.

# 2
Below is a cluster of 5 separate species, C3H14NO4 in total at a distorted geometry, with properties calculated with ωB97M-V/def2-TZVPD.

The geometry in XYZ format:
```
22
Properties=species:S:1:pos:R:3:forces:R:3:nbo_charge:R:1
C 2.119 0.482 -1.710 1.7 0.4 -0.8 -0.0721
C 3.283 1.044 -1.250 -1.2 0.3 -1.0 -0.3494
C -0.365 0.581 -1.423 2.0 0.1 -0.9 0.1398
N 0.839 0.703 -0.968 1.7 0.9 -0.2 -0.4319
H 2.224 -0.024 -2.752 -1.1 0.2 2.4 0.2649
H 3.373 2.013 -0.717 -0.5 -1.2 0.7 0.2306
H 4.264 0.721 -1.639 -0.9 0.1 -0.3 0.2431
H -1.263 0.729 -0.918 -0.9 0.4 2.0 0.2212
H -0.649 0.403 -2.465 1.2 -0.3 0.0 0.2516
H 1.203 0.997 0.026 -2.0 -0.9 -2.0 0.4817
H -2.058 -2.728 1.050 0.7 -0.3 -0.3 0.4876
H -0.709 -3.465 0.646 -1.0 0.9 -0.1 0.4874
O -1.244 -2.644 0.516 0.1 -0.6 0.5 -0.9687
H -2.535 2.481 -3.101 0.8 -0.2 -0.4 0.4854
H -1.949 1.949 -4.396 -0.1 -0.2 -0.9 0.4872
O -1.703 2.143 -3.502 -0.7 0.4 1.4 -0.9611
H -2.290 0.500 7.137 -1.2 -1.2 -0.1 0.4966
H -3.343 -0.678 6.688 -3.7 -3.1 2.4 0.4770
O -2.714 -0.096 6.489 4.9 4.3 -2.3 -0.9736
H 0.568 -1.575 1.187 2.1 -0.8 -1.6 0.5179
H 1.951 -2.138 0.431 1.5 -2.3 0.7 0.4897
O 1.301 -1.496 0.485 -3.4 3.0 1.0 -1.0051
```
Positions in Å, forces in eV/Å.

Its HOMO energy is -13.3330 eV. The total energy is -478.0549 Ha. For the orbital gap, the calculation gives 8.826 eV. For the energy above the lowest of the compared OMol25 structures with the same formula, charge and spin, the calculation gives 4.092 eV. The charge is +1. For the largest force on an atom, the calculation gives 6.97 eV/Å.